#one
Density functional theory data (ωB97M-V/def2-TZVPD) for a 12-piece molecular cluster, H24O12 overall.

Structure (ORCA input):
```
! wB97M-V def2-TZVPD RIJCOSX def2/J DEFGRID3
* xyz 0 1
O -0.9080 -0.3576 2.9504
O 2.2397 -0.1111 2.6174
O 2.5817 -1.1681 -1.9955
O 0.0180 0.6602 -3.0333
O 1.2589 -3.3218 -0.7142
O 3.3540 0.9495 -0.2976
O 1.3273 2.4798 1.0216
O -1.0861 -2.2351 -1.7717
O -3.8400 -0.6023 0.2303
O -2.0059 1.7254 -0.6110
O -0.1735 -0.3562 0.2739
O -2.2697 2.1691 2.0746
H -0.9432 -3.0645 -2.2459
H 0.7247 1.2985 -3.1789
H 3.9446 1.2603 -0.9901
H -1.9876 -1.9726 -1.9804
H 1.7025 0.5477 3.0631
H 2.6933 0.4153 -0.7705
H 1.4021 2.7724 0.1099
H -2.0295 1.2289 2.1783
H 2.5071 -1.8256 -1.2833
H -2.1282 2.5550 2.9421
H 1.8409 -0.2091 1.7415
H 1.6931 -1.1231 -2.3739
H -0.4178 0.5107 -0.0817
H -4.1313 -1.1844 -0.4781
H -0.4361 -0.5511 2.1219
H -0.2503 0.0478 3.5193
H 0.4356 -2.8130 -0.7231
H -2.8137 1.9126 -1.1014
H -3.0392 -0.1702 -0.1033
H 2.1519 1.9940 1.1699
H -2.1742 2.0669 0.2982
H 1.3779 -3.5948 0.2035
H -0.4853 1.0155 -2.2879
H -0.1337 -0.9491 -0.4940
*
```

**Gap between HOMO and LUMO**: 10.8455 eV
**SMILES**: O.O.O.O.O.O.O.O.O.O.O.O
**LUMO level**: -0.19 eV


#two
Density functional theory data (ωB97M-V/def2-TZVPD) for a 12-piece molecular cluster, H24O12 overall.

Structure (ORCA input):
```
! wB97M-V def2-TZVPD RIJCOSX def2/J DEFGRID3
* xyz 0 1
O 22.4423 6.3293 -9.6916
O 21.2495 9.3129 -5.3912
O 20.5408 7.4480 -7.4230
O 19.5453 5.3680 -3.9276
O 23.5057 6.4347 -6.8010
O 18.3571 5.3672 -7.6409
O 17.5980 8.2559 -7.1969
O 19.7327 10.3031 -7.9801
O 22.3133 6.0900 -4.3507
O 20.3225 4.3970 -9.3699
O 24.0766 8.8252 -7.9831
O 18.4392 6.9306 -10.2749
H 19.6058 4.5831 -8.7477
H 18.1895 8.9763 -7.4669
H 21.9202 6.9612 -9.1716
H 18.5466 4.6468 -7.0289
H 17.8303 6.0022 -7.1300
H 21.0766 8.0818 -6.9164
H 17.4078 8.4323 -6.2693
H 23.1515 5.6165 -7.1676
H 22.6720 5.5198 -3.6621
H 23.3572 6.5712 -9.5088
H 21.9360 8.9195 -4.8367
H 20.0219 6.9895 -6.7546
H 23.2357 6.4351 -5.8562
H 21.4118 5.7575 -4.4959
H 24.6476 9.2679 -7.3493
H 19.0984 4.5466 -4.1608
H 20.8875 5.1841 -9.3153
H 20.4391 10.9444 -8.1024
H 20.1791 9.4432 -7.9342
H 21.3130 10.2612 -5.2342
H 18.6922 6.6447 -9.3867
H 19.1009 5.6706 -3.1273
H 17.5956 6.4981 -10.4341
H 23.8041 7.9892 -7.5416
*
```

**Gap between HOMO and LUMO**: 9.2745 eV
**SMILES**: O.O.O.O.O.O.O.O.O.O.O.O
**LUMO level**: -0.58 eV


Q: Which of them is the most stable? A: #one.